Here is C35H33ClN4PdSi2 as an isolated structure in a non-equilibrium geometry from the Open Molecules 2025 dataset. Energies are from the ωB97M-V functional and the def2-TZVPD basis.

Geometry as XYZ:
```
76
Properties=species:S:1:pos:R:3:forces:R:3:mulliken_charge:R:1
C -1.56151 -0.95408 4.79553 -1.270 -0.415 1.288 -0.613
C -2.35029 -0.45449 3.70664 -1.501 -0.244 0.588 -0.309
C -2.31046 -1.42297 2.65468 -1.677 -0.463 -0.099 -0.585
H -2.84665 0.50718 3.66907 0.010 -0.196 0.012 0.462
C -1.51028 -2.52498 3.09466 -0.834 -1.429 -0.029 -0.426
C -1.04323 -2.23578 4.41495 -1.020 -1.149 1.121 -0.593
H -0.38111 -2.85973 5.00821 -0.255 0.121 -0.135 0.580
H -1.38291 -0.44085 5.73833 -0.075 -0.198 -0.265 0.526
H -2.80735 -1.33920 1.69448 0.112 -0.114 0.238 0.669
H -1.25476 -3.39865 2.49807 -0.173 0.236 0.208 0.442
Pd -0.40926 -0.79231 3.10084 6.348 3.432 -3.139 0.706
Si -0.21073 -0.16037 -2.92099 -0.265 0.296 -2.598 0.585
C 0.22941 1.35934 -3.92693 0.031 0.014 0.715 0.207
C 1.51810 1.54580 -4.44257 -0.123 0.437 -0.143 -0.244
H 2.30423 0.82765 -4.20180 -0.145 0.163 -0.206 0.395
C 1.78160 2.65331 -5.25343 -0.006 -0.237 0.092 -0.621
H 2.77905 2.78455 -5.67229 -0.270 0.025 0.063 0.411
C 0.76884 3.57760 -5.52821 -0.092 -0.174 0.197 -0.457
H 0.96932 4.42605 -6.17908 -0.012 -0.149 0.162 0.402
C -0.50172 3.42123 -4.96377 -0.057 -0.157 0.046 -0.691
H -1.28627 4.15673 -5.14949 0.258 -0.198 -0.024 0.427
C -0.77257 2.31287 -4.15852 0.255 0.244 -0.132 -0.192
H -1.75729 2.17934 -3.70115 0.259 0.103 -0.220 0.361
C 0.42253 -1.61495 -3.90662 0.404 -0.314 0.468 0.676
C -0.04556 -1.71348 -5.22818 0.173 -0.167 0.097 -0.423
H -0.74013 -0.96166 -5.61336 0.155 -0.295 0.055 0.336
C 0.40387 -2.74571 -6.05283 0.069 0.101 0.204 -0.672
H 0.04328 -2.80779 -7.07808 0.092 -0.036 0.221 0.416
C 1.33244 -3.67343 -5.56820 -0.052 0.232 0.219 -0.497
H 1.70165 -4.46513 -6.21840 -0.120 0.164 0.165 0.387
C 1.81255 -3.56512 -4.25994 0.031 0.067 0.074 -0.710
H 2.55348 -4.27299 -3.88428 -0.210 0.163 -0.174 0.390
C 1.36466 -2.53553 -3.42548 -0.171 -0.006 -0.516 -0.135
H 1.76555 -2.42447 -2.41401 -0.121 -0.182 -0.321 0.223
H -1.68210 -0.17437 -2.99023 -0.135 0.066 0.431 -0.205
Si 0.78173 0.07166 -0.67150 -1.441 -0.117 1.925 -0.403
C -0.20596 -1.54572 -0.38525 0.237 0.134 0.185 2.148
C -1.56548 -1.70800 -0.72266 -0.134 -0.387 -0.299 -0.948
H -2.20244 -0.86671 -1.01430 0.444 -0.293 0.111 0.540
C -2.13813 -2.98368 -0.77519 -0.069 0.177 0.076 -0.975
H -3.17991 -3.09428 -1.08919 0.358 0.047 0.134 0.489
C -1.37489 -4.11036 -0.48120 0.206 -0.006 0.040 -0.574
H -1.79484 -5.11068 -0.60453 0.122 0.324 0.079 0.428
C -0.06037 -3.94720 -0.03407 -0.016 0.019 0.135 -0.886
H 0.54598 -4.81914 0.21288 -0.195 0.188 0.011 0.441
C 0.49949 -2.67209 0.06624 -0.063 -0.447 -0.361 -0.838
H 1.51486 -2.56262 0.45401 -0.195 -0.040 -0.280 0.340
C -0.41558 1.50007 -0.31468 0.881 0.214 -0.111 0.869
C -1.67709 1.40304 0.29057 -0.276 -0.005 -0.212 0.674
H -1.99426 0.48032 0.79386 0.143 0.364 -0.482 -0.145
C -2.56633 2.48276 0.23106 0.156 -0.085 0.225 -0.897
H -3.58036 2.37014 0.62213 0.300 0.065 -0.074 0.456
C -2.16762 3.68917 -0.34806 0.168 -0.079 0.013 -0.707
H -2.87209 4.51642 -0.43355 0.182 -0.212 0.011 0.484
C -0.85336 3.83302 -0.79957 0.086 0.130 0.138 -0.622
H -0.51846 4.78185 -1.21750 -0.099 -0.185 0.134 0.480
C 0.03032 2.75473 -0.74970 -0.532 0.213 -0.334 -0.564
H 1.05674 2.87527 -1.11017 -0.383 -0.013 -0.072 0.359
H 2.17422 0.20151 -1.11797 -0.158 0.024 -1.162 -0.131
Cl 1.82110 0.14268 1.24285 0.045 -0.226 1.641 -0.440
N 1.04606 2.91894 5.28519 -0.640 1.004 -0.171 -0.073
C 0.06443 3.74609 4.75826 1.697 -0.885 1.019 -0.703
C -0.61797 2.98059 3.82744 0.651 -2.586 -0.324 -0.188
N -0.08681 1.71041 3.80375 -0.403 1.226 -0.164 0.367
C 0.92951 1.68722 4.68633 0.515 -0.562 0.245 -0.015
C 1.77180 0.53622 4.98710 -0.468 0.517 -0.285 0.133
N 1.62703 -0.68836 4.45106 0.979 -0.715 0.148 0.393
C 2.61582 -1.49528 4.97440 -2.024 1.238 -1.081 -0.473
C 3.36562 -0.75681 5.86581 -0.309 1.843 0.235 -0.416
N 2.83191 0.51923 5.85549 0.631 -0.593 0.430 -0.087
H 1.73369 3.17325 5.98944 -0.371 0.197 -0.235 0.209
H -0.07398 4.76559 5.06717 0.087 0.140 0.098 0.440
H -1.44760 3.26122 3.19812 0.024 -0.005 -0.064 0.491
H 2.71977 -2.53092 4.69505 -0.006 0.031 -0.011 0.466
H 4.20787 -1.03518 6.47155 0.128 0.078 0.115 0.442
H 3.15923 1.31202 6.40174 0.128 -0.475 -0.091 0.207
```
Positions in Å, forces in eV/Å.

Values from the calculation:
- Net charge: +2
- HOMO (alpha / beta): -12.1 / -12.6 eV
- Kohn-Sham gap (alpha / beta): 0.2004 / 0.0868 Eh
- LUMO level (alpha / beta): -6.6 / -10.3 eV
- Multiplicity: 5



Here is C35H33ClN4RuSi2 as an isolated structure in a non-equilibrium geometry from the Open Molecules 2025 dataset. Energies are from the ωB97M-V functional and the def2-TZVPD basis.

Geometry as XYZ:
```
76
Properties=species:S:1:pos:R:3:forces:R:3:mulliken_charge:R:1
C -2.38470 -1.11824 0.92477 0.011 -0.202 -0.597 -0.471
C -2.78115 -0.29583 -0.20897 -1.169 -1.018 -0.029 -0.913
C -2.20509 -0.87128 -1.40290 -0.574 -0.928 0.516 -0.244
H -3.42133 0.57974 -0.18530 0.052 -0.261 0.081 0.524
C -1.42684 -2.02288 -1.00314 -0.909 -0.575 0.510 -0.002
C -1.51124 -2.16421 0.42506 -1.494 -0.874 -0.428 -0.789
H -1.04201 -2.95102 1.01698 -0.197 0.339 -0.235 0.518
H -2.62845 -0.90852 1.96506 0.047 -0.196 -0.354 0.426
H -2.35068 -0.51459 -2.41023 0.047 -0.058 -0.025 0.547
H -0.86215 -2.65519 -1.67341 -0.015 0.077 0.066 0.195
Ru -0.66593 -0.16942 -0.07730 2.763 2.748 -0.400 0.856
Si -0.62686 -0.20209 -6.68115 2.244 -0.113 -1.840 0.428
C 0.01699 1.39685 -7.64956 -0.697 -0.380 -0.097 0.538
C 1.28088 1.56488 -8.26005 0.579 0.333 0.638 -0.223
H 1.95220 0.71607 -8.46837 -0.305 0.365 0.627 0.372
C 1.72324 2.85476 -8.61566 -0.368 -0.381 -0.271 -0.678
H 2.74375 3.01849 -8.97144 -0.323 -0.199 0.100 0.371
C 0.83618 3.93069 -8.58485 -0.134 0.027 0.325 -0.493
H 1.18243 4.95061 -8.76828 -0.114 -0.370 -0.144 0.421
C -0.51214 3.68200 -8.32429 -0.089 -0.324 -0.331 -0.424
H -1.26473 4.45308 -8.46104 0.175 0.003 0.032 0.399
C -0.92432 2.40836 -7.92459 0.124 0.226 0.764 -0.649
H -1.99445 2.19212 -7.79840 0.462 0.301 0.317 0.299
C 0.23804 -1.42449 -7.78752 -0.293 -0.429 -0.672 0.354
C -0.49190 -1.78384 -8.93457 0.485 -0.528 -0.070 -0.496
H -1.46594 -1.32196 -9.11041 0.188 -0.232 -0.045 0.319
C 0.02032 -2.71924 -9.84107 -0.029 0.070 0.175 -0.705
H -0.55348 -2.98246 -10.73284 0.203 0.031 0.295 0.391
C 1.24849 -3.33695 -9.58060 -0.074 0.147 0.193 -0.447
H 1.61285 -4.12707 -10.23640 -0.079 0.225 0.121 0.384
C 2.01434 -2.93922 -8.47897 -0.114 0.298 -0.001 -0.872
H 2.97679 -3.42637 -8.27128 -0.404 0.352 -0.197 0.377
C 1.54364 -1.92502 -7.62798 -0.189 -0.462 -0.030 0.305
H 2.19761 -1.55275 -6.82960 -0.426 -0.330 -0.202 0.380
H -2.09114 -0.09814 -6.78363 -0.187 -0.236 0.206 -0.284
Si 2.25103 0.64981 -4.05561 -2.503 -0.385 0.297 -0.092
C 1.26529 -0.99978 -4.36429 1.009 0.828 -0.691 1.013
C -0.15579 -1.16907 -4.74173 -0.479 1.466 0.055 1.151
H -0.93807 -0.38795 -4.55845 0.867 -0.566 1.089 -0.753
C -0.70504 -2.49036 -4.46383 -0.462 -0.836 0.000 -0.662
H -1.78523 -2.65594 -4.59515 0.531 0.172 -0.054 0.453
C 0.04334 -3.52026 -3.91088 -0.459 0.501 -0.329 -0.722
H -0.41683 -4.46761 -3.60096 0.003 0.516 -0.274 0.449
C 1.42262 -3.34964 -3.72819 0.214 -0.327 -0.165 -0.798
H 2.04143 -4.12064 -3.27914 -0.134 -0.070 -0.306 0.435
C 2.01174 -2.14740 -4.09784 0.112 0.290 0.250 -0.780
H 3.10823 -2.12757 -4.12230 -0.333 0.331 0.439 0.433
C 0.98442 2.06686 -4.28346 0.460 -0.162 -0.372 0.758
C -0.26599 1.84270 -3.69441 -0.116 -0.246 0.425 0.575
H -0.49377 0.87298 -3.22833 0.257 0.551 -0.078 -0.382
C -1.23689 2.83360 -3.62880 0.179 -0.011 -0.102 -0.891
H -2.18595 2.58966 -3.15244 0.078 0.225 -0.173 0.590
C -0.95509 4.10915 -4.11991 0.108 -0.154 0.268 -0.750
H -1.70235 4.89391 -3.99449 0.308 -0.089 -0.177 0.478
C 0.28850 4.35558 -4.70803 -0.149 -0.031 -0.110 -0.707
H 0.53923 5.36683 -5.03255 -0.124 -0.343 -0.129 0.451
C 1.21912 3.32182 -4.86385 -0.145 -0.040 0.337 -0.442
H 2.13562 3.49493 -5.42268 -0.051 0.113 0.223 0.408
H 3.66754 0.89434 -4.36625 -0.126 -0.201 -0.464 -0.138
Cl 2.33390 0.58171 -1.94248 0.247 0.040 0.252 -0.104
N 1.43591 3.37467 0.83090 -0.029 -0.816 0.361 -0.084
C 0.40706 4.07960 0.23053 0.295 -0.056 -0.111 -0.647
C -0.58291 3.18630 -0.04980 0.706 -0.538 0.558 -0.377
N -0.17212 1.92817 0.38077 0.451 1.459 0.384 0.054
C 1.03100 2.07509 0.92689 -0.913 1.703 -1.112 0.290
C 1.74196 0.90984 1.30933 1.009 -1.798 0.222 -0.193
N 1.18053 -0.27895 1.11340 1.238 0.085 0.867 0.045
C 2.12362 -1.24246 1.45278 -0.608 1.163 -0.109 -0.321
C 3.26885 -0.60133 1.83097 -0.184 -0.095 -0.212 -0.666
N 3.02595 0.76158 1.72800 -0.402 -0.027 -0.016 -0.048
H 2.33922 3.71630 1.15902 -0.660 0.123 -0.312 0.215
H 0.51261 5.12249 -0.00111 -0.087 0.107 0.100 0.437
H -1.54772 3.35254 -0.50021 0.129 -0.031 -0.034 0.525
H 1.83146 -2.28323 1.40630 0.443 0.138 0.014 0.469
H 4.21697 -1.02361 2.09906 0.174 0.187 0.181 0.410
H 3.65977 1.53575 1.90795 -0.050 -0.623 0.009 0.206
```
Positions in Å, forces in eV/Å.

Values from the calculation:
- Net charge: +1
- HOMO (alpha / beta): -8.1 / -10.4 eV
- Kohn-Sham gap (alpha / beta): 0.2005 / 0.2515 Eh
- LUMO level (alpha / beta): -2.7 / -3.6 eV
- Multiplicity: 6



Here is C35H33ClN4Si2Zn as an isolated structure in a non-equilibrium geometry from the Open Molecules 2025 dataset. Energies are from the ωB97M-V functional and the def2-TZVPD basis.

Geometry as XYZ:
```
76
Properties=species:S:1:pos:R:3:forces:R:3:mulliken_charge:R:1
C -1.71808 -0.83771 5.98339 0.083 -0.159 -0.708 -0.443
C -2.30968 -0.11118 4.91880 0.287 -0.603 -0.195 -1.321
C -1.93462 -0.73901 3.68545 -0.168 -0.382 0.849 -0.146
H -2.98948 0.74097 5.02571 0.349 -0.330 -0.084 0.426
C -1.08826 -1.87823 4.02041 -0.737 0.140 0.571 -0.594
C -0.98486 -1.93040 5.43984 -0.254 0.435 -0.426 -1.005
H -0.46883 -2.70308 6.01594 -0.110 0.335 -0.231 0.433
H -1.85069 -0.63291 7.04629 0.082 -0.004 -0.305 0.431
H -2.44623 -0.60616 2.72785 0.290 -0.106 0.362 1.101
H -0.80452 -2.67332 3.32492 -0.084 0.291 0.205 0.652
Zn 0.19970 -0.20997 2.93392 -1.016 -0.475 -1.142 0.273
Si 2.14609 0.04216 -3.63719 -0.194 0.021 0.014 0.441
C 1.53636 1.52712 -4.54674 0.241 0.806 -0.076 -0.018
C 2.23652 2.11222 -5.60540 -0.494 0.399 -0.140 -0.484
H 3.21006 1.71614 -5.88774 -0.154 0.090 -0.098 0.366
C 1.68311 3.19659 -6.29622 0.102 0.058 -0.043 -0.556
H 2.20774 3.63291 -7.14712 -0.048 -0.105 0.246 0.369
C 0.45489 3.73857 -5.90877 -0.006 -0.279 0.195 -0.564
H 0.03086 4.59875 -6.43300 0.190 -0.309 0.113 0.358
C -0.23603 3.16885 -4.83489 0.128 0.161 -0.268 -0.715
H -1.19789 3.58121 -4.52886 0.225 -0.119 -0.072 0.459
C 0.30435 2.07462 -4.16584 -0.028 0.144 -0.280 0.024
H -0.24023 1.65025 -3.32870 0.048 -0.064 -0.270 0.692
C 1.83179 -1.40841 -4.74300 0.346 -0.822 -0.584 0.607
C 0.76174 -1.35127 -5.65351 -0.114 -0.394 0.131 -0.355
H 0.30198 -0.39142 -5.89245 0.092 -0.220 0.077 0.300
C 0.22073 -2.52080 -6.20056 0.131 0.013 0.122 -0.617
H -0.64950 -2.46484 -6.85834 0.271 0.021 0.186 0.361
C 0.76550 -3.76647 -5.87507 0.165 0.319 0.165 -0.437
H 0.28733 -4.68536 -6.22831 0.303 0.340 0.032 0.361
C 1.90751 -3.82050 -5.06603 -0.119 -0.059 -0.082 -0.453
H 2.35128 -4.79532 -4.85338 -0.050 0.324 0.014 0.359
C 2.44365 -2.65248 -4.51191 -0.532 -0.101 -0.204 -0.620
H 3.30808 -2.70568 -3.85142 -0.154 -0.097 -0.091 0.323
H 1.04743 -0.11716 -2.69475 0.006 -0.095 0.592 -0.123
Si 0.11090 -0.04464 0.49928 -0.217 -0.264 2.374 0.106
C -0.66997 -1.67399 0.00937 -0.174 -0.392 -0.429 0.759
C -1.85579 -1.74901 -0.74860 0.450 -0.634 0.088 -0.314
H -2.31079 -0.83131 -1.13775 0.120 -0.377 0.142 0.360
C -2.41485 -3.00385 -1.04506 0.091 0.063 0.068 -0.570
H -3.31327 -3.05683 -1.66226 0.222 -0.003 0.166 0.374
C -1.82415 -4.18550 -0.57891 0.087 0.461 0.041 -0.470
H -2.24535 -5.15930 -0.85045 0.116 0.412 0.179 0.371
C -0.67653 -4.11044 0.22261 0.045 0.253 -0.050 -0.564
H -0.22881 -5.03067 0.60798 -0.100 0.320 -0.131 0.377
C -0.09994 -2.86784 0.52023 -0.419 -0.093 -0.563 -0.684
H 0.82518 -2.83511 1.11498 -0.475 0.078 -0.212 0.401
C -0.93196 1.43377 0.03625 -0.071 0.900 -0.064 0.646
C -2.07650 1.65594 0.83432 -0.197 -0.051 -0.413 -0.657
H -2.22418 1.08468 1.75807 0.031 0.095 -0.497 0.310
C -3.04803 2.58822 0.46002 0.232 0.116 -0.057 -0.655
H -3.94076 2.70024 1.07821 0.201 0.013 -0.223 0.446
C -2.86740 3.36869 -0.68947 0.280 -0.222 -0.006 -0.664
H -3.64905 4.05894 -1.02468 0.341 -0.252 0.166 0.354
C -1.65805 3.27272 -1.39361 0.138 0.067 0.310 -0.180
H -1.47728 3.91715 -2.25893 -0.038 -0.160 0.363 0.468
C -0.66470 2.36537 -0.98884 -0.564 -0.394 0.056 -1.081
H 0.30891 2.34014 -1.49048 -0.482 -0.037 0.108 0.788
H 3.52238 0.16129 -3.02613 -0.505 -0.158 -0.325 -0.185
Cl 2.04652 0.12685 -0.16428 0.814 0.162 -0.463 -0.436
N 0.90529 2.72626 5.60112 0.115 -0.226 -0.075 -0.121
C -0.11023 3.52713 5.10100 0.089 -0.461 -0.151 -0.690
C -0.64784 2.85995 4.03331 0.780 -0.564 0.183 -0.408
N 0.04918 1.67699 3.84514 1.108 0.337 1.565 0.271
C 0.96693 1.60892 4.82580 -1.309 1.125 -0.733 0.233
C 1.77154 0.43521 5.06279 0.584 -1.782 -0.288 0.126
N 1.65940 -0.68124 4.31605 0.339 1.305 1.325 0.402
C 2.37582 -1.67336 4.96945 -0.142 1.073 -0.091 -0.475
C 2.99370 -1.11976 6.05947 -0.403 0.023 -0.386 -0.538
N 2.60494 0.20782 6.11331 -0.211 0.219 -0.079 -0.102
H 1.47548 2.88687 6.42808 -0.456 0.179 -0.456 0.195
H -0.34573 4.48423 5.52137 -0.036 0.065 0.143 0.430
H -1.49444 3.12482 3.41344 0.286 -0.001 0.026 0.432
H 2.34991 -2.70661 4.64768 0.162 0.308 -0.063 0.435
H 3.66309 -1.55277 6.77131 0.089 -0.035 0.236 0.430
H 2.82861 0.89136 6.83554 0.004 -0.640 -0.361 0.194
```
Positions in Å, forces in eV/Å.

Values from the calculation:
- HOMO: -6.6 eV
- Kohn-Sham gap: 0.2309 Eh
- LUMO level: -0.3 eV



The records above give, respectively, energy above the lowest of the compared OMol25 structures with the same formula, charge and spin values of 15.66, 3.20, 0.00 kcal/mol.